(1)
# C33H67AlO25

A molecular structure, C33H67AlO25 (ωB97M-V with the def2-TZVPD basis set, the Open Molecules 2025 dataset).

Output
LUMO level (alpha / beta)   -13.3 / -13.2 eV
Spin multiplicity   2
Molecular weight   890.9 g/mol
Net charge   +3
HOMO level (alpha / beta)   -0.602 / -0.602 Ha
HOMO-LUMO gap (alpha / beta)   3.06 / 3.20 eV

Last column: Löwdin charge in e.
Cartesian coordinates (Å):
Al  36.70666  10.55270  6.70814  1.131
C  34.06160  13.83182  7.41214  -0.122
O  35.14572  12.91550  7.63008  -0.114
H  33.11358  13.42554  7.05958  0.057
H  33.75863  14.30691  8.34519  0.085
H  34.37126  14.76354  6.93872  0.093
C  31.74781  13.16300  3.22618  -0.048
C  32.26746  12.13466  4.24638  -0.176
O  32.46322  10.83850  3.60232  0.042
C  33.67129  10.23682  3.71165  -0.484
O  34.60034  10.56708  4.43349  0.018
O  33.62639  9.14577  2.83048  -0.014
C  34.79453  8.36307  2.60418  -0.040
H  31.68168  14.15794  3.66643  0.069
H  30.73518  13.00095  2.85684  0.069
H  32.40517  13.28522  2.36535  0.095
H  31.48220  11.98474  4.98733  0.083
H  33.17980  12.47692  4.73483  0.112
H  35.10768  7.96213  3.56818  0.068
H  35.64479  8.85955  2.13655  0.101
H  34.52584  7.63458  1.83920  0.111
C  42.32774  12.12475  7.82049  -0.054
C  41.22849  12.12517  6.78972  -0.231
O  40.77620  13.42402  6.49407  0.119
C  39.51023  13.66408  6.59442  -0.525
O  38.60116  12.83463  6.82528  -0.073
O  39.26319  14.99196  6.35556  0.034
C  37.85580  15.35667  6.51456  -0.022
H  41.85141  12.54115  8.70808  0.076
H  43.10739  12.84849  7.58291  0.095
H  42.90548  11.20075  7.84396  0.100
H  40.50718  11.35662  7.06745  0.106
H  41.71818  11.61826  5.95825  0.137
H  37.10295  14.58349  6.66789  0.066
H  37.52907  15.82426  5.58574  0.107
H  37.81663  16.09797  7.31272  0.083
C  33.47936  14.49399  11.90376  -0.069
C  31.97285  14.77412  11.92630  -0.201
O  31.24023  13.72629  11.38483  -0.015
C  30.94730  12.60071  12.07950  -0.498
O  31.16338  12.31291  13.29564  0.103
O  30.05326  11.97784  11.28292  -0.033
C  29.15936  10.97698  11.75866  -0.040
H  33.80929  14.35861  10.87375  0.050
H  33.96188  13.78985  12.58160  0.089
H  34.00871  15.39121  12.22451  0.083
H  31.70552  15.67081  11.36722  0.131
H  31.63231  14.91966  12.95146  0.138
H  28.15313  11.24085  11.43314  0.096
H  29.04459  10.99237  12.84250  0.100
H  29.25746  9.91530  11.53214  0.096
C  31.70334  20.05743  4.76112  -0.046
C  31.78261  19.41635  6.15846  -0.213
O  33.16779  19.12386  6.40910  0.025
C  33.44002  18.24315  7.42655  -0.494
O  32.63710  17.55393  8.03356  0.082
O  34.82166  18.08629  7.55671  -0.034
C  35.40234  17.27976  8.63548  -0.032
H  30.72003  20.43981  4.48730  0.086
H  31.88759  19.28042  4.01923  0.071
H  32.53188  20.75949  4.66767  0.087
H  31.12809  18.55384  6.28406  0.105
H  31.43765  20.08978  6.94307  0.129
H  35.30728  16.20862  8.45737  0.055
H  34.78409  17.52621  9.49869  0.093
H  36.41769  17.59284  8.87865  0.097
C  34.22366  5.92149  6.57853  -0.040
C  33.87254  7.16049  5.79808  -0.260
O  32.83416  7.72787  6.50139  0.063
C  32.92641  9.03739  6.86248  -0.562
O  33.90024  9.77018  7.16515  -0.014
O  31.73701  9.36975  6.94745  0.077
C  31.28592  10.56386  7.50577  0.000
H  34.87547  5.28948  5.97536  0.095
H  33.38863  5.35335  6.98846  0.095
H  34.64766  6.26593  7.52176  0.059
H  33.46922  6.87482  4.82656  0.134
H  34.80492  7.71781  5.70789  0.110
H  30.36640  10.50121  8.08771  0.115
H  31.32179  11.36842  6.77126  0.063
H  32.02609  10.84773  8.25388  0.086
C  29.73805  14.31299  8.47110  -0.010
C  29.92944  14.37010  6.99340  -0.240
O  28.75771  13.90237  6.55459  0.155
C  28.43238  13.93358  5.29668  -0.487
O  29.14600  14.39932  4.39609  0.427
O  27.35142  13.30424  5.15067  0.163
C  26.83719  13.13255  3.86094  0.021
H  29.75178  13.33582  8.95386  0.087
H  28.84354  14.84991  8.78684  0.110
H  30.48409  14.97578  8.90954  0.090
H  30.84706  13.84488  6.72843  0.116
H  30.00096  15.34937  6.52006  0.151
H  26.74578  14.09280  3.35332  0.124
H  25.85572  12.70608  3.65369  0.131
H  27.51630  12.48507  3.30625  0.121
C  36.75652  14.00509  10.86664  -0.040
C  38.22178  14.08655  10.34513  -0.112
O  39.09725  12.98972  10.78359  0.160
C  39.04970  11.81849  10.23043  -0.515
O  38.27133  11.54910  9.36015  0.318
O  39.95237  11.01984  10.82350  0.105
C  40.42924  9.77825  10.23918  0.046
H  36.10936  13.55847  10.11179  0.039
H  36.48405  15.05950  10.91217  0.091
H  36.70973  13.35225  11.73826  0.102
H  38.59603  14.90608  10.95865  0.137
H  38.27318  14.52820  9.34993  0.124
H  40.68073  10.01955  9.20641  0.088
H  39.65086  9.01531  10.22714  0.105
H  41.31112  9.32205  10.68894  0.125
C  35.72130  5.99691  11.64739  -0.046
C  35.85594  7.02572  10.53526  -0.222
O  35.08991  8.14511  10.86664  0.064
C  35.37410  9.37003  10.46439  -0.463
O  36.10038  9.56878  9.41796  -0.044
O  34.47519  10.12115  11.11127  0.049
C  34.19212  11.44835  10.69731  -0.010
H  34.86025  5.34029  11.52275  0.084
H  35.65133  6.47858  12.62269  0.092
H  36.58208  5.32828  11.63727  0.086
H  35.57785  6.60987  9.56685  0.114
H  36.93639  7.16912  10.52225  0.120
H  33.86453  11.42192  9.65803  0.089
H  35.04811  12.09139  10.90193  0.061
H  33.44027  11.98191  11.27881  0.074

(2)
# C7H10N2O2

A single C7H10N2O2 molecule (ωB97M-V with the def2-TZVPD basis set, the Open Molecules 2025 dataset).

Output
LUMO level   0.5 eV
Molecular weight   154.2 g/mol
ΔE to the lowest compared entry with this formula, charge and spin   96.4 kcal/mol
HOMO level   -0.347 Ha
HOMO-LUMO gap   9.94 eV

Last column: Löwdin charge in e.
Cartesian coordinates (Å):
C  -1.39356  -0.34852  2.09131  -0.019
C  -1.04840  -1.02096  0.68637  -0.143
C  -1.81528  -0.62718  -0.56839  -0.374
O  -2.93719  -1.03721  -0.95878  0.035
N  -1.14107  0.20478  -1.46426  0.165
C  -0.00010  0.74572  -0.80477  -0.363
C  1.19856  1.02661  -1.48149  -0.130
C  2.25266  0.44716  -0.40802  -0.011
C  1.43567  -0.84772  0.26955  -0.408
O  2.02601  -1.91206  0.57254  0.024
N  0.21385  -0.37633  0.13406  -0.007
H  -2.16245  -0.94092  2.60229  0.072
H  -1.63590  0.61910  1.89370  0.013
H  -0.35236  -0.18969  2.82934  0.165
H  -1.13088  -2.24728  0.79567  0.215
H  -1.73031  0.72945  -2.02507  0.129
H  -0.00122  1.72637  -0.14808  0.186
H  1.40681  2.11971  -1.58851  0.138
H  1.09857  0.53385  -2.29973  0.060
H  2.51432  1.13441  0.69654  0.191
H  3.20227  0.26071  -0.82428  0.061

The lowest molecular weight belongs to which entry?
C7H10N2O2

What is the molecular weight in the first record?
890.9 g/mol

Among the records above, which one has the highest molecular weight?
C33H67AlO25